No. 1
77
Properties=species:S:1:pos:R:3:mulliken_spin:R:1 method="wB97M-V/def2-TZVPD" homo_energy_ev="-7.76 / -7.72" orbital_gap_ha="0.2961 / 0.2945" multiplicity=3 lumo_ha="0.011 / 0.011"
Ni -0.06341 0.30235 0.34966 1.839
C 1.89716 -0.43931 -2.41418 0.010
O 3.05947 0.43671 -2.44798 0.000
O 1.12852 0.00106 -1.34881 0.014
C 1.33185 -0.48946 -3.89494 0.000
F 2.13210 -1.31955 -4.69157 0.000
F 0.16791 -1.08561 -4.06053 0.000
F 1.25405 0.71571 -4.39835 0.000
C 4.23265 -0.02621 -3.14408 0.001
C 5.12237 1.12880 -3.08705 0.000
H 4.63671 1.97816 -3.56750 0.000
H 5.44699 1.43537 -2.09271 0.000
H 5.97842 0.94267 -3.73562 0.000
H 4.15635 -0.48104 -4.13171 0.000
H 4.51334 -0.85462 -2.49365 0.000
H 2.25242 -1.44440 -2.18687 -0.001
Cl -0.21539 2.77727 0.42850 0.059
C 4.05983 2.19652 0.92642 0.001
C 4.90331 0.99073 0.87399 0.000
C 4.08362 -0.30455 1.27564 0.000
S 2.84884 0.33470 2.40999 0.006
O 3.06891 -0.13730 3.73965 0.004
O 1.52191 0.15039 1.73745 0.007
C 3.25391 2.15176 2.23863 0.000
H 3.40713 2.14930 0.05472 0.000
H 4.72382 3.06074 0.94472 0.000
H 5.86907 1.09030 1.36948 0.000
H 5.26724 0.71299 -0.11521 0.000
H 4.77159 -1.04696 1.68012 0.000
H 3.52283 -0.78747 0.47538 0.000
H 3.83398 2.47451 3.10318 0.000
H 2.28527 2.64845 2.29481 0.000
C -2.18340 2.24629 4.94721 0.000
C -2.29187 3.13875 3.67658 0.000
C -3.01410 2.18786 2.66634 -0.001
S -2.39796 0.39940 2.89786 0.005
O -1.31765 0.10726 1.94469 0.006
O -3.50818 -0.51393 2.94798 0.003
C -1.67232 0.80916 4.58592 0.002
H -3.16857 2.20090 5.41142 0.000
H -1.52158 2.70450 5.68216 0.000
H -1.30218 3.34565 3.26938 0.001
H -2.77369 4.11255 3.76416 0.000
H -2.92366 2.41348 1.60379 0.000
H -4.06067 2.11100 2.96112 0.000
H -0.60103 0.96666 4.46089 0.000
H -1.96602 0.00260 5.25771 0.000
C -2.51508 1.64862 -4.19465 0.000
C -3.56805 0.47676 -4.18633 0.000
C -3.20407 -0.45108 -3.00048 0.002
S -2.92837 0.77167 -1.68453 0.005
O -1.67565 0.41844 -0.97963 0.010
O -4.20913 1.00567 -0.99027 0.002
C -2.61451 2.28965 -2.80901 0.000
H -2.77780 2.32479 -5.00821 0.000
H -1.46567 1.45227 -4.41439 0.000
H -3.62523 0.03641 -5.18178 0.000
H -4.59950 0.77329 -3.99586 0.000
H -2.24972 -0.97326 -3.06869 0.000
H -3.82099 -1.29139 -2.68201 0.000
H -1.80386 2.86727 -2.36483 0.000
H -3.56922 2.80157 -2.68838 0.000
C -1.06904 -5.00332 1.58940 0.000
C -2.56953 -4.58026 1.78270 0.000
C -2.68118 -3.10253 1.49149 0.000
S -1.46571 -2.81245 0.03832 0.006
O -0.55164 -1.71013 0.30872 0.014
O -2.30675 -2.79151 -1.14509 0.001
C -0.60307 -4.41305 0.28839 0.002
H -0.95362 -6.08550 1.52887 0.000
H -0.44221 -4.54521 2.35448 0.000
H -2.96376 -4.73454 2.78713 0.000
H -3.13836 -5.20962 1.09827 0.000
H -2.14746 -2.55711 2.26980 0.001
H -3.67334 -2.72476 1.24449 0.000
H 0.43421 -4.34016 -0.03847 0.000
H -0.99162 -5.03467 -0.51827 0.000

---

No. 2
69
Properties=species:S:1:pos:R:3:mulliken_spin:R:1 method="wB97M-V/def2-TZVPD" charge=-2 homo_energy_ev="0.97 / 1.06" orbital_gap_ha="0.1175 / 0.1142" multiplicity=4 lumo_ha="0.153 / 0.153"
Co -2.95748 30.56901 -24.00428 2.645
C -5.07937 30.63536 -25.43401 -0.016
O -6.06696 31.31387 -25.20085 0.006
O -4.04633 31.17860 -25.57320 0.086
O -4.90559 29.87231 -24.45487 0.126
C -3.66658 31.26311 -21.59963 -0.072
O -4.81917 30.68009 -21.52960 0.090
O -2.72328 30.55219 -21.95454 0.058
O -3.89363 31.91299 -22.65948 0.051
C -2.18896 28.18251 -26.36693 0.000
C -1.14329 29.32748 -26.54412 0.033
C -1.46449 30.08081 -27.85945 -0.007
C -0.85906 31.46852 -28.01330 0.002
C -0.96676 32.40391 -26.75609 -0.008
C -0.60188 31.69455 -25.40244 0.003
N -1.22748 30.30991 -25.41034 -0.046
O -0.92483 29.60727 -24.27737 -0.011
C 0.96079 31.47971 -25.15150 -0.002
C -1.20141 32.60509 -24.30921 0.020
C 0.24186 28.68527 -26.80696 -0.002
H -3.17511 28.59813 -26.57393 0.003
H -2.05286 27.76504 -25.36928 0.005
H -2.09240 27.41427 -27.13412 0.000
H -1.19158 29.46179 -28.71412 0.000
H -2.54944 30.05344 -27.96064 0.000
H -1.42069 31.80665 -28.88412 0.000
H 0.14568 31.32920 -28.41225 0.000
H -1.90569 32.95739 -26.76918 0.000
H -0.21874 33.19360 -26.82648 0.001
H 1.23943 31.32745 -24.10877 -0.001
H 1.52529 30.73967 -25.71876 0.000
H 1.59164 32.34872 -25.33847 0.001
H -2.28294 32.68702 -24.41726 -0.004
H -1.00371 32.21825 -23.30952 0.003
H -0.76482 33.59421 -24.44759 0.004
H 0.30196 27.76733 -27.39167 0.000
H 0.57522 28.32502 -25.83372 -0.001
H 1.03253 29.30567 -27.22891 0.000
H 0.01535 29.42985 -24.35591 0.006
C -0.08883 28.21546 -18.68525 0.001
C -0.32714 27.01049 -19.68185 0.001
C -0.96221 25.92396 -18.78643 0.000
C -1.55062 24.77405 -19.61924 0.000
C -2.62756 25.35165 -20.58192 0.000
C -1.92523 26.34981 -21.52934 0.005
N -1.30047 27.38985 -20.71208 0.001
O -0.88511 28.48846 -21.44958 0.003
C -0.99330 25.62706 -22.49371 0.000
C -3.01418 27.06923 -22.39434 -0.012
C 1.02413 26.45307 -20.09841 0.000
H 0.37697 29.08820 -19.14293 0.000
H 0.54092 27.87202 -17.86454 0.000
H -1.03506 28.59673 -18.30135 0.000
H -0.27392 25.62851 -17.99454 0.000
H -1.78869 26.40704 -18.26521 0.000
H -2.01368 24.05538 -18.94310 0.000
H -0.73599 24.30120 -20.16777 0.000
H -3.43479 25.83674 -20.03313 0.000
H -3.17166 24.53393 -21.05458 0.000
H -1.30665 24.59849 -22.67249 0.000
H -0.95263 26.01869 -23.51011 0.000
H 0.09018 25.65480 -22.37803 0.000
H -3.78087 27.58459 -21.81583 -0.001
H -2.58124 27.86884 -22.99541 0.031
H -3.45926 26.31671 -23.04527 0.001
H 1.30543 26.95123 -21.02621 0.000
H 0.93565 25.37074 -20.19243 0.000
H 1.78052 26.69331 -19.35125 0.000
H -1.64831 29.06593 -21.52471 -0.002